[1]
Molecular formula: C42H43CrFN5O7S3
Method: DFT, the ωB97M-V functional and the def2-TZVPD basis

Geometry as XYZ:
```
102
C42H43CrFN5O7S3 | OMol25 | the ωB97M-V functional and the def2-TZVPD basis
Cr -1.79 -2.92 0.15
C 2.58 -3.31 0.03
C 1.17 -2.91 0.38
N 0.15 -3.35 -0.26
N 0.37 -4.33 -1.22
C -0.60 -5.18 -1.24
S -2.03 -5.15 -0.29
S -0.42 -6.56 -2.35
C 1.19 -7.17 -1.78
C 1.07 -7.79 -0.42
C 1.30 -7.05 0.73
C 1.14 -7.61 1.99
C 0.75 -8.94 2.11
C 0.52 -9.69 0.96
C 0.67 -9.12 -0.29
C 0.93 -2.05 1.55
C 1.93 -1.17 2.00
C 1.76 -0.40 3.13
C 0.58 -0.53 3.86
C -0.41 -1.39 3.45
C -0.28 -2.15 2.28
O -1.30 -2.91 1.92
H 2.60 -4.32 -0.35
H 3.23 -3.22 0.90
H 2.95 -2.66 -0.76
H 1.90 -6.34 -1.78
H 1.53 -7.89 -2.52
H 1.60 -6.01 0.64
H 1.32 -7.02 2.87
H 0.62 -9.38 3.08
H 0.21 -10.72 1.05
H 0.47 -9.71 -1.18
H 2.84 -1.08 1.43
H 2.53 0.28 3.44
H 0.43 0.05 4.76
H -1.33 -1.50 4.01
C -4.59 4.21 0.52
C -4.28 3.38 1.76
N -3.47 2.21 1.43
C -4.08 1.02 1.28
C -3.48 -0.14 0.87
C -4.32 -1.40 0.76
O -5.52 -1.27 0.98
O -3.74 -2.49 0.42
C -2.11 -0.07 0.54
O -1.40 -1.02 0.09
C -1.43 1.21 0.74
C -0.05 1.23 0.53
C 0.61 2.39 0.73
F 1.95 2.42 0.52
C -0.04 3.58 1.10
C -1.40 3.55 1.35
C -2.11 2.34 1.18
N 0.69 4.81 1.10
C 2.09 4.77 1.48
C 2.59 6.18 1.72
N 2.40 6.94 0.44
C 0.96 6.98 0.03
C 0.49 5.56 -0.13
H -5.20 5.07 0.80
H -5.15 3.62 -0.20
H -3.69 4.58 0.04
H -5.19 3.02 2.22
H -3.75 3.97 2.51
H -5.14 0.99 1.50
H 0.45 0.34 0.18
H -1.89 4.46 1.65
H 2.73 4.34 0.70
H 2.22 4.15 2.37
H 3.65 6.19 1.96
H 2.02 6.70 2.49
H 2.94 6.46 -0.32
H 2.77 7.89 0.53
H 0.90 7.54 -0.90
H 0.42 7.50 0.83
H 1.05 5.11 -0.95
H -0.56 5.54 -0.40
C -1.88 -2.36 -4.22
C -2.55 -2.19 -2.89
C -3.86 -1.47 -2.81
O -2.01 -2.64 -1.89
H -2.21 -1.62 -4.94
H -2.13 -3.35 -4.58
H -0.80 -2.30 -4.08
H -4.48 -1.72 -3.67
H -3.64 -0.40 -2.88
H -4.37 -1.69 -1.88
O 5.17 4.68 -1.38
C 3.84 4.87 -1.53
O 3.38 5.94 -1.12
C 3.05 3.78 -2.06
C 1.72 4.04 -2.46
C 0.86 3.04 -2.77
C 1.23 1.66 -2.70
S 0.02 0.48 -2.83
C 2.60 1.42 -2.43
C 3.47 2.43 -2.12
H 5.42 3.84 -1.78
H 1.39 5.07 -2.47
H -0.17 3.26 -3.04
H 2.94 0.39 -2.40
H 4.48 2.15 -1.83
```

Summary:
**Highest occupied orbital energy (spin up / spin down)**: -0.2570 / -0.2569 Eh
**Frontier orbital gap (spin up / spin down)**: 6.63 / 6.63 eV
**ΔE to the lowest compared entry with this formula, charge and spin**: 0.450 eV
**Spin multiplicity**: 2
**Total charge**: 0
**Lowest unoccupied orbital energy (spin up / spin down)**: -0.37 / -0.37 eV



[2]
Molecular formula: C43H66Cl3NO17PS2
Method: DFT, the ωB97M-V functional and the def2-TZVPD basis

Geometry as XYZ:
```
133
C43H66Cl3NO17PS2 | OMol25 | the ωB97M-V functional and the def2-TZVPD basis
C -0.37 1.58 -2.58
C -0.89 2.95 -2.82
Cl -1.02 3.40 -4.47
C -1.25 3.81 -1.86
Cl -1.18 3.41 -0.19
P -1.88 5.44 -2.17
Cl -1.05 6.72 -0.93
C -3.66 5.41 -1.99
C -4.28 5.37 -3.39
C -5.79 5.59 -3.43
S -6.84 4.11 -3.32
C -6.18 3.23 -1.91
S -6.22 3.94 -0.43
N -5.81 1.94 -2.16
C -5.34 1.21 -0.97
C -4.79 -0.16 -1.30
O -3.76 -0.07 -2.27
C -4.37 0.35 -3.47
C -4.93 1.75 -3.35
H 0.72 1.65 -2.56
H -0.72 1.19 -1.62
H -0.64 0.90 -3.38
H -1.51 5.79 -3.47
H -4.01 6.27 -1.42
H -3.84 4.49 -1.43
H -4.01 4.46 -3.94
H -3.84 6.19 -3.96
H -6.08 6.37 -2.72
H -6.01 6.00 -4.42
H -6.19 1.07 -0.30
H -4.57 1.77 -0.43
H -5.57 -0.83 -1.68
H -4.36 -0.62 -0.41
H -5.15 -0.36 -3.78
H -3.62 0.36 -4.26
H -4.09 2.46 -3.30
H -5.51 1.96 -4.24
O 2.42 -0.41 -5.24
C 2.06 -1.17 -4.39
O 0.75 -1.32 -4.08
C 0.62 -2.20 -2.93
C 1.89 -3.02 -2.91
C 2.91 -2.04 -3.48
H 0.50 -1.59 -2.04
H -0.28 -2.80 -3.06
H 2.13 -3.39 -1.91
H 1.79 -3.88 -3.58
H 3.34 -1.41 -2.70
H 3.70 -2.52 -4.05
O 1.77 -3.26 0.10
C 1.11 -2.61 0.85
O -0.15 -2.21 0.53
C -0.67 -1.36 1.57
C 0.14 -1.70 2.82
C 1.49 -2.07 2.21
H -0.54 -0.32 1.26
H -1.73 -1.56 1.69
H 0.19 -0.88 3.54
H -0.29 -2.56 3.33
H 2.14 -1.21 2.06
H 2.01 -2.83 2.79
O 1.57 -2.40 5.20
C 1.15 -3.11 6.08
O -0.17 -3.19 6.34
C -0.39 -4.03 7.50
C 0.84 -4.91 7.60
C 1.93 -3.99 7.04
H -0.52 -3.38 8.37
H -1.30 -4.60 7.36
H 1.04 -5.26 8.61
H 0.73 -5.78 6.95
H 2.37 -3.35 7.80
H 2.71 -4.52 6.51
O 5.28 -4.95 5.15
C 5.32 -3.88 4.62
O 5.65 -2.75 5.30
C 5.51 -1.61 4.45
C 5.62 -2.14 3.02
C 5.01 -3.54 3.18
H 4.54 -1.14 4.64
H 6.30 -0.90 4.70
H 5.12 -1.51 2.29
H 6.67 -2.23 2.73
H 3.93 -3.53 3.06
H 5.45 -4.27 2.51
O -0.04 -7.64 5.14
C -1.20 -7.35 5.19
O -1.72 -6.65 6.23
C -3.15 -6.53 6.09
C -3.42 -6.74 4.61
C -2.30 -7.70 4.21
H -3.61 -7.29 6.71
H -3.45 -5.55 6.45
H -4.42 -7.11 4.41
H -3.29 -5.79 4.07
H -2.58 -8.75 4.37
H -1.96 -7.57 3.19
O 7.14 -5.10 -4.20
C 7.16 -4.06 -4.79
O 7.50 -2.89 -4.18
C 7.32 -1.79 -5.09
C 7.38 -2.41 -6.48
C 6.79 -3.79 -6.24
H 6.36 -1.33 -4.89
H 8.11 -1.06 -4.92
H 6.86 -1.82 -7.23
H 8.42 -2.50 -6.80
H 5.70 -3.80 -6.32
H 7.21 -4.56 -6.88
O 3.92 -0.27 -0.63
C 4.49 0.63 -0.09
O 5.06 0.48 1.13
C 5.57 1.75 1.59
C 5.78 2.58 0.33
C 4.67 2.05 -0.57
H 4.84 2.19 2.27
H 6.50 1.57 2.14
H 5.74 3.65 0.52
H 6.75 2.35 -0.11
H 3.73 2.59 -0.42
H 4.93 2.07 -1.63
O -5.05 8.50 -3.25
C -5.85 9.13 -2.61
O -7.10 9.33 -3.03
C -7.81 10.20 -2.13
C -7.06 10.10 -0.81
C -5.63 9.84 -1.29
H -7.79 11.21 -2.54
H -8.84 9.87 -2.06
H -7.17 10.98 -0.18
H -7.42 9.23 -0.24
H -5.08 10.76 -1.48
H -5.05 9.21 -0.61
```

Summary:
**Highest occupied orbital energy**: -0.3957 Eh
**Frontier orbital gap**: 7.38 eV
**Total charge**: +1
**Lowest unoccupied orbital energy**: -3.39 eV



[3]
Molecular formula: C28H45BClN2O23P
Method: DFT, the ωB97M-V functional and the def2-TZVPD basis

Geometry as XYZ:
```
101
C28H45BClN2O23P | OMol25 | the ωB97M-V functional and the def2-TZVPD basis
C 2.25 -5.27 -1.70
B 2.38 -4.04 -2.75
O 3.28 -4.26 -3.89
C 1.60 -2.61 -2.72
O 0.26 -2.61 -3.27
C -0.51 -3.77 -2.90
Cl -2.30 -3.27 -3.11
C 1.67 -1.85 -1.27
O 3.12 -1.61 -1.07
C 3.47 -0.28 -1.42
N 3.92 0.68 -2.01
O 1.07 -2.68 -0.29
C 0.88 -2.08 1.01
C 2.21 -1.90 1.90
C 2.22 -0.37 2.44
C 3.70 0.20 2.75
C 1.30 -0.29 3.78
P 0.81 -0.16 -1.57
N -0.90 -0.48 -1.26
O 0.88 0.33 -3.21
H 3.25 -5.52 -1.19
H 1.99 -6.21 -2.34
H 1.38 -5.17 -0.96
H 3.93 -4.91 -3.52
H 2.21 -1.91 -3.41
H -0.42 -4.09 -1.81
H -0.38 -4.66 -3.64
H 0.22 -2.82 1.61
H 0.32 -1.09 1.03
H 3.18 -2.22 1.39
H 2.12 -2.56 2.85
H 1.74 0.37 1.68
H 4.18 -0.50 3.52
H 4.26 0.26 1.75
H 3.56 1.24 3.23
H 1.93 -0.52 4.71
H 0.82 0.74 3.92
H 0.44 -1.04 3.74
H -1.09 -1.48 -1.08
H -1.29 0.13 -0.54
H 1.78 0.23 -3.60
O -1.75 5.91 -3.94
C -0.78 5.21 -3.97
O 0.13 5.19 -4.99
C 1.23 4.41 -4.55
C 0.62 3.53 -3.50
O -0.44 4.32 -2.99
H 1.65 3.84 -5.38
H 2.00 5.07 -4.15
H 0.21 2.60 -3.91
H 1.33 3.28 -2.71
O 1.70 0.96 6.28
C 1.10 1.99 6.35
O -0.05 2.26 5.68
C -0.56 3.48 6.20
C 0.66 4.15 6.76
O 1.49 3.06 7.12
H -1.04 4.07 5.42
H -1.30 3.25 6.97
H 1.18 4.76 6.02
H 0.43 4.77 7.63
O 0.65 -3.22 4.61
C -0.39 -3.39 5.19
O -1.05 -2.43 5.88
C -2.32 -2.95 6.22
C -2.09 -4.43 6.20
O -1.05 -4.58 5.25
H -2.64 -2.59 7.20
H -3.05 -2.64 5.47
H -1.75 -4.82 7.17
H -2.98 -4.99 5.90
O -5.88 1.17 -2.02
C -4.92 1.51 -2.66
O -3.66 1.02 -2.48
C -2.87 1.48 -3.56
C -3.60 2.71 -4.02
O -4.95 2.42 -3.67
H -1.85 1.70 -3.23
H -2.83 0.70 -4.33
H -3.28 3.61 -3.48
H -3.50 2.88 -5.09
O -8.07 -4.53 -4.92
C -7.48 -3.64 -4.38
O -7.57 -2.33 -4.76
C -6.92 -1.56 -3.75
C -5.99 -2.55 -3.12
O -6.65 -3.79 -3.31
H -6.40 -0.71 -4.18
H -7.68 -1.20 -3.05
H -5.02 -2.58 -3.62
H -5.83 -2.35 -2.05
O 2.71 3.68 1.60
C 3.66 4.00 0.95
O 4.92 3.52 1.14
C 5.70 3.96 0.04
C 4.97 5.18 -0.44
O 3.62 4.90 -0.08
H 6.72 4.19 0.35
H 5.73 3.17 -0.72
H 5.29 6.09 0.08
H 5.06 5.33 -1.51
```

Summary:
**Highest occupied orbital energy**: -0.3176 Eh
**Frontier orbital gap**: 8.73 eV
**Total charge**: 0
**Lowest unoccupied orbital energy**: 0.09 eV